Density functional theory data (ωB97M-V/def2-TZVPD) for a 14-piece molecular cluster, C45H93Br8N3O24 overall at a distorted geometry.

Calculated values
LUMO energy (eV): 0.3

Atoms and positions in Å:
H  -8.125  -2.914  -2.231
H  -2.992  7.591  -0.074
H  0.960  -3.910  -2.237
H  9.977  -1.952  -4.367
H  6.235  -6.082  -2.902
H  0.856  -3.078  3.990
C  5.556  -5.788  -2.084
Br  -3.935  -7.423  0.502
C  2.977  -0.050  0.515
C  2.401  -4.225  -4.189
N  5.702  -4.476  -1.784
H  -1.714  0.184  -3.654
C  4.509  3.302  0.822
N  4.589  3.322  2.166
C  -0.154  4.690  0.481
Br  -1.643  -3.276  3.775
H  -2.429  -1.334  6.022
H  0.236  3.746  2.399
H  -4.067  4.474  1.525
O  2.724  -3.457  -3.158
C  -3.361  5.570  -1.558
H  -0.092  -2.912  1.085
Br  -2.594  -3.139  -0.511
Br  -5.198  1.166  0.301
H  0.384  -1.329  -1.998
H  3.951  4.181  0.459
O  -0.018  0.982  1.983
C  2.845  3.421  -2.860
O  1.944  0.274  1.476
C  1.223  4.082  -1.302
H  2.788  -6.056  -6.087
H  -6.889  0.099  2.625
H  -2.212  -5.096  1.014
C  0.901  -1.850  -2.803
H  9.487  -3.110  -3.131
H  -10.204  -1.679  -1.789
H  3.162  0.804  -0.118
C  -6.262  2.006  1.702
H  6.749  -4.011  4.868
H  -2.429  0.205  -2.043
H  5.736  1.538  2.343
H  -4.530  -2.205  1.075
H  6.960  -2.834  -2.195
C  -6.449  1.062  2.850
H  2.587  2.361  -2.806
H  3.814  -0.313  1.160
Br  5.961  -1.930  6.032
Br  2.344  -3.489  1.556
O  -3.405  6.857  1.799
C  -3.265  6.760  0.597
H  0.088  -4.445  1.992
C  4.024  4.410  2.915
H  0.182  -1.666  3.157
H  -4.445  -5.567  -1.089
H  6.295  -3.515  2.576
H  4.802  4.921  3.488
O  3.533  -4.544  -4.834
H  -7.030  3.382  -4.658
H  3.200  4.099  3.560
O  -6.513  -1.943  1.224
H  2.848  -4.446  -6.802
O  7.950  -0.731  -4.413
C  5.042  -3.894  -0.646
H  4.228  -3.222  -0.911
C  -2.086  -0.205  1.952
O  -1.596  0.648  5.962
C  3.353  -5.127  -6.109
H  -1.278  4.602  2.247
O  0.296  3.721  -1.973
H  -2.566  4.881  -1.850
H  -2.653  2.638  -2.179
H  -5.351  -3.235  2.311
C  -6.894  -2.733  0.243
C  -3.056  -4.769  0.416
H  -0.823  3.943  0.045
H  -0.807  0.930  -2.341
H  2.123  -2.961  -1.313
H  -10.610  -3.373  -2.065
H  6.553  2.055  -2.540
C  -6.343  3.172  -5.480
H  5.203  -0.702  -2.529
H  -4.300  5.190  -1.961
C  -3.405  3.060  4.204
C  -1.807  0.773  -2.738
C  -3.550  -5.827  -0.536
C  -2.504  2.078  -3.104
O  7.766  0.459  -2.508
H  -4.652  3.890  0.028
C  5.980  -2.760  3.301
H  -3.158  6.553  -1.975
C  -8.641  -3.068  -1.281
H  2.719  -0.981  0.012
H  -6.911  2.708  -6.283
H  4.451  0.863  -2.169
C  -3.772  4.355  0.478
O  2.497  4.092  -1.667
H  -0.547  5.639  0.100
N  -3.478  5.629  -0.107
O  -6.294  -3.712  -0.141
H  -1.832  2.671  -3.726
H  3.609  5.158  2.237
C  -4.468  3.533  5.172
H  -10.589  -2.688  -0.418
H  -5.164  4.173  4.625
H  -8.511  -4.120  -1.017
H  -0.720  -1.161  5.965
H  -1.632  1.477  0.696
H  10.971  -2.119  -2.923
C  -1.394  1.107  1.702
Br  6.342  -1.036  2.503
H  4.337  -5.299  -6.540
H  2.322  3.845  -3.716
H  -3.860  -4.551  1.118
C  -2.587  1.057  5.164
H  -4.039  4.126  5.977
H  -7.218  2.255  1.248
O  -5.364  2.237  -5.071
H  -1.610  -0.787  7.478
H  -2.919  3.889  3.694
O  -2.367  2.338  4.884
O  4.806  -6.557  -1.527
C  1.650  -3.064  -2.282
C  0.779  0.638  0.966
C  9.951  -2.137  -3.295
C  5.139  2.225  2.928
H  -1.832  -0.564  2.947
H  -5.920  4.100  -5.858
H  4.640  -4.774  -0.131
H  0.149  -2.187  -3.517
C  -4.324  2.729  -4.395
O  9.211  -1.141  -2.589
O  4.866  2.401  0.084
O  -4.029  3.893  -4.309
H  7.019  -4.122  -3.398
H  1.580  -1.165  -3.313
H  7.774  -2.632  4.477
H  5.740  -3.413  0.043
H  -5.117  -1.498  2.653
O  -3.668  1.715  -3.854
H  5.647  0.261  -1.093
H  4.911  -2.936  3.409
H  -1.669  -0.946  1.258
C  5.386  0.301  -2.155
C  6.504  1.023  -2.881
H  4.319  1.689  3.419
C  6.364  -3.590  -2.711
C  -0.220  4.650  1.979
H  -3.833  2.410  3.435
C  0.431  -3.420  1.888
H  0.258  5.466  2.520
C  6.745  -2.963  4.581
O  -8.036  -2.284  -0.250
H  5.612  -3.045  -3.292
Br  -7.690  1.885  4.127
H  -1.813  1.929  2.294
O  -3.485  0.390  4.721
O  1.156  4.449  -0.021
C  0.153  -2.751  3.232
H  3.921  3.506  -2.969
C  -10.096  -2.690  -1.391
H  -5.776  2.937  1.970
C  -5.266  -2.239  1.877
O  0.464  0.608  -0.192
H  6.341  1.007  -3.958
H  -2.944  3.642  0.456
H  -3.152  -0.209  1.752
H  -5.019  2.680  5.565
H  -5.516  0.913  3.396
H  5.749  2.625  3.743
H  -2.777  -6.068  -1.266
C  8.272  -0.491  -3.282
C  -1.620  -0.714  6.395
O  1.303  -4.599  -4.485

Atom charges from the Mulliken analysis, given in e for atoms 1 to 6: 0.293, 0.292, 0.496, 0.350, 0.326, 0.669